Density functional theory data (ωB97M-V with the def2-TZVPD basis set) for a 2-piece molecular cluster, C17H33BBrF5NO6P3S overall in a non-equilibrium geometry.

Output
molar mass	658.15	g/mol
frontier orbital gap	0.10116	Ha
2S+1	1

```
68
Properties=species:S:1:pos:R:3:lowdin_charge:R:1
C 1.290 -0.591 2.920 -0.0532
C 0.348 -0.122 3.991 -0.4239
F -0.141 -1.195 4.705 -0.0060
C -0.775 0.780 3.531 -0.0737
B -1.686 0.201 2.302 -0.9127
P -0.808 0.986 0.667 0.9587
O -1.543 2.372 0.162 -0.2891
O -0.743 -0.096 -0.559 -0.3059
O -1.842 -1.228 2.164 -0.0176
C -3.149 -1.621 2.204 -0.6163
C -3.204 -2.498 3.489 -0.0384
P -3.625 -2.862 0.873 0.3831
S -2.215 -4.145 0.484 0.1243
C -4.017 -0.278 2.289 -0.4826
P -4.451 0.292 0.523 0.6201
O -4.464 1.894 0.670 -0.3201
Br -6.578 -0.326 0.096 0.3389
C -5.149 -0.221 3.312 -0.4647
F -5.857 0.897 3.018 0.0697
F -4.699 -0.041 4.536 0.1701
C -6.155 -1.412 3.282 -0.3790
F -7.396 -0.922 3.323 0.0847
F -6.026 -2.151 4.369 0.1122
O -3.061 0.657 2.600 -0.0147
H 0.796 -1.030 2.057 0.0648
H 1.924 -1.363 3.339 0.0817
H 1.936 0.200 2.568 0.0763
H 0.945 0.449 4.701 0.1316
H -0.327 1.720 3.211 0.0891
H -1.425 0.994 4.368 0.1111
H -1.139 3.082 0.681 0.0505
H -1.636 -0.369 -0.837 0.0487
H -3.175 -1.856 4.357 0.0999
H -4.089 -3.120 3.502 0.0603
H -2.326 -3.121 3.452 0.0828
H -4.000 -2.215 -0.319 -0.0644
H -4.814 -3.446 1.362 -0.0109
H -4.820 2.173 1.531 0.0707
H -6.074 -2.017 2.391 0.0963
C 3.077 2.487 -4.271 -0.0216
C 4.163 1.927 -3.325 -0.4586
C 5.109 1.002 -4.101 -0.1169
C 4.486 -0.348 -4.460 -0.1615
C 3.918 -1.040 -3.220 -0.1116
C 2.944 -0.161 -2.426 -0.4580
N 3.542 1.190 -2.174 -0.0018
O 4.318 1.136 -1.252 0.1366
C 1.605 -0.040 -3.183 -0.0189
C 2.576 -0.839 -1.120 -0.0273
C 4.929 3.157 -2.842 -0.0296
H 2.688 1.752 -4.971 0.0667
H 2.242 2.904 -3.708 0.0995
H 3.489 3.288 -4.882 0.0908
H 6.011 0.825 -3.506 0.1311
H 5.434 1.514 -5.007 0.1344
H 3.707 -0.221 -5.215 0.1070
H 5.245 -0.987 -4.914 0.1211
H 3.409 -1.960 -3.507 0.1362
H 4.749 -1.337 -2.572 0.1319
H 0.963 0.712 -2.724 0.0910
H 1.072 -0.987 -3.146 0.0983
H 1.715 0.197 -4.239 0.0636
H 3.440 -1.087 -0.502 0.0909
H 2.053 -1.773 -1.309 0.1062
H 1.912 -0.194 -0.546 0.0659
H 4.283 3.817 -2.260 0.1010
H 5.295 3.716 -3.699 0.0943
H 5.794 2.899 -2.234 0.0868
```



Density functional theory data (ωB97M-V with the def2-TZVPD basis set) for C17H33BN3O6Pt as an isolated structure in a non-equilibrium geometry.

Output
energy above the lowest of the compared OMol25 structures with the same formula, charge and spin	0.0	kJ/mol
net charge	+1
molar mass	581.36	g/mol
frontier orbital gap	0.32276	Ha
2S+1	1

```
61
Properties=species:S:1:pos:R:3:lowdin_charge:R:1
Pt 1.109 0.896 0.165 1.1778
C 3.669 -0.700 0.401 -0.0500
O 2.697 -0.010 1.214 -0.3583
C 2.523 -0.668 2.490 -0.1407
C 1.628 0.184 3.362 -0.1825
O 0.353 0.139 2.773 -0.1791
C -0.621 0.967 3.381 -0.1779
C -1.901 0.817 2.612 -0.2015
O -1.813 1.486 1.373 -0.2059
C -2.887 1.132 0.530 -0.0906
H 4.594 -0.785 0.974 0.1034
H 3.295 -1.683 0.126 0.0903
H 3.833 -0.088 -0.480 0.0973
H 2.079 -1.651 2.322 0.1367
H 3.514 -0.768 2.937 0.1384
H 1.610 -0.216 4.382 0.1411
H 2.010 1.213 3.394 0.1407
H -0.786 0.659 4.421 0.1376
H -0.289 2.013 3.375 0.1372
H -2.088 -0.252 2.450 0.1337
H -2.733 1.222 3.203 0.1366
H -3.852 1.341 1.004 0.0979
H -2.810 1.724 -0.379 0.0725
H -2.848 0.068 0.265 0.0908
C 0.062 5.680 0.284 0.0189
N -0.261 4.525 -0.552 -0.0289
C -1.085 4.605 -1.630 -0.0149
C -1.370 3.520 -2.374 0.0151
C -0.805 2.258 -2.000 -0.3526
N 0.007 2.194 -0.945 0.0208
C 0.292 3.320 -0.210 -0.5137
O 1.065 3.212 0.746 -0.0018
N -1.088 1.167 -2.694 0.2253
H -0.413 6.559 -0.142 0.0969
H 1.140 5.820 0.316 0.1049
H -0.301 5.517 1.296 0.1058
H -1.486 5.583 -1.854 0.1417
H -2.017 3.588 -3.234 0.1203
H -1.685 1.252 -3.497 0.1280
H -0.730 0.246 -2.424 0.0783
C -1.561 -3.003 -2.418 0.0030
C -0.186 -2.600 -1.923 -0.4521
C 0.866 -2.878 -2.987 0.0016
O -0.182 -1.162 -1.690 0.0085
B 0.600 -0.884 -0.577 -0.6970
O 0.947 -2.059 0.056 0.0494
C 0.197 -3.153 -0.517 -0.4643
C 1.078 -4.389 -0.538 0.0038
C -1.010 -3.383 0.386 0.0044
H -1.733 -2.586 -3.411 0.0944
H -2.347 -2.653 -1.752 0.0877
H -1.629 -4.089 -2.497 0.1034
H 0.612 -2.333 -3.896 0.0978
H 0.910 -3.939 -3.228 0.0992
H 1.852 -2.550 -2.656 0.0988
H 2.013 -4.207 -1.064 0.0871
H 0.561 -5.220 -1.020 0.1023
H 1.309 -4.684 0.485 0.0969
H -1.632 -2.489 0.439 0.0878
H -0.657 -3.609 1.392 0.1000
H -1.618 -4.217 0.037 0.0975
```



Copy entry 2 word for word.
Density functional theory data (ωB97M-V with the def2-TZVPD basis set) for C17H33BN3O6Pt as an isolated structure in a non-equilibrium geometry.

Output
energy above the lowest of the compared OMol25 structures with the same formula, charge and spin	0.0	kJ/mol
net charge	+1
molar mass	581.36	g/mol
frontier orbital gap	0.32276	Ha
2S+1	1

```
61
Properties=species:S:1:pos:R:3:lowdin_charge:R:1
Pt 1.109 0.896 0.165 1.1778
C 3.669 -0.700 0.401 -0.0500
O 2.697 -0.010 1.214 -0.3583
C 2.523 -0.668 2.490 -0.1407
C 1.628 0.184 3.362 -0.1825
O 0.353 0.139 2.773 -0.1791
C -0.621 0.967 3.381 -0.1779
C -1.901 0.817 2.612 -0.2015
O -1.813 1.486 1.373 -0.2059
C -2.887 1.132 0.530 -0.0906
H 4.594 -0.785 0.974 0.1034
H 3.295 -1.683 0.126 0.0903
H 3.833 -0.088 -0.480 0.0973
H 2.079 -1.651 2.322 0.1367
H 3.514 -0.768 2.937 0.1384
H 1.610 -0.216 4.382 0.1411
H 2.010 1.213 3.394 0.1407
H -0.786 0.659 4.421 0.1376
H -0.289 2.013 3.375 0.1372
H -2.088 -0.252 2.450 0.1337
H -2.733 1.222 3.203 0.1366
H -3.852 1.341 1.004 0.0979
H -2.810 1.724 -0.379 0.0725
H -2.848 0.068 0.265 0.0908
C 0.062 5.680 0.284 0.0189
N -0.261 4.525 -0.552 -0.0289
C -1.085 4.605 -1.630 -0.0149
C -1.370 3.520 -2.374 0.0151
C -0.805 2.258 -2.000 -0.3526
N 0.007 2.194 -0.945 0.0208
C 0.292 3.320 -0.210 -0.5137
O 1.065 3.212 0.746 -0.0018
N -1.088 1.167 -2.694 0.2253
H -0.413 6.559 -0.142 0.0969
H 1.140 5.820 0.316 0.1049
H -0.301 5.517 1.296 0.1058
H -1.486 5.583 -1.854 0.1417
H -2.017 3.588 -3.234 0.1203
H -1.685 1.252 -3.497 0.1280
H -0.730 0.246 -2.424 0.0783
C -1.561 -3.003 -2.418 0.0030
C -0.186 -2.600 -1.923 -0.4521
C 0.866 -2.878 -2.987 0.0016
O -0.182 -1.162 -1.690 0.0085
B 0.600 -0.884 -0.577 -0.6970
O 0.947 -2.059 0.056 0.0494
C 0.197 -3.153 -0.517 -0.4643
C 1.078 -4.389 -0.538 0.0038
C -1.010 -3.383 0.386 0.0044
H -1.733 -2.586 -3.411 0.0944
H -2.347 -2.653 -1.752 0.0877
H -1.629 -4.089 -2.497 0.1034
H 0.612 -2.333 -3.896 0.0978
H 0.910 -3.939 -3.228 0.0992
H 1.852 -2.550 -2.656 0.0988
H 2.013 -4.207 -1.064 0.0871
H 0.561 -5.220 -1.020 0.1023
H 1.309 -4.684 0.485 0.0969
H -1.632 -2.489 0.439 0.0878
H -0.657 -3.609 1.392 0.1000
H -1.618 -4.217 0.037 0.0975
```